{"formula": "C2H4N2OS", "method": "ωB97M-V/def2-TZVPD", "symbols": ["H", "N", "C", "N", "O", "C", "S", "H", "H", "H"], "xyz": [[-0.423, -2.626, -0.032], [0.462, -2.089, 0.320], [0.162, -0.836, 0.219], [1.177, 0.113, 0.535], [1.021, 1.145, -0.410], [-0.250, 1.514, -0.156], [-1.237, -0.048, -0.212], [1.998, -0.220, 0.223], [-0.216, 1.960, 0.932], [-0.684, 2.263, -0.805]], "atomic_forces_ev_per_a": [[2.0337, 0.8594, 1.0953], [-2.7542, 0.2744, -1.2687], [2.5608, -2.9186, 0.9919], [-2.3330, 0.8272, 0.9231], [0.4618, 0.6555, -1.0692], [-1.5807, 1.9638, 2.8040], [-1.8432, 1.4127, -0.6346], [3.8380, -2.0959, -0.5990], [-0.7326, -0.9319, -1.7492], [0.3494, -0.0466, -0.4936]], "mulliken_charge": [0.234, -0.660, 0.557, -0.377, -0.238, -0.227, -0.166, 0.289, 0.234, 0.354], "largest_force_ev_per_a": 4.41, "e_above_lowest_kcal_mol": 86.8, "homo_ev": -9.34, "gap_ev": 9.9, "smiles": "[H]/N=C1/NOCS1"}